(1)
104
Properties=species:S:1:pos:R:3 method="wB97M-V/def2-TZVPD" largest_force_ev_per_a=1.82 spin_multiplicity=3 total_charge=+1 homo_ev="-10.13 / -10.48" s_squared=2.0235 orbital_gap_ev="6.69 / 6.91" total_energy_ha=-3172.11617
W -0.50258 1.14692 0.26375
O -1.61265 2.00810 3.40542
C -0.66022 1.67687 2.75668
O -0.42173 0.48320 2.21542
C 0.49456 2.63052 2.46999
C 1.00460 3.51499 3.42507
C 2.10455 4.24375 3.07951
C 2.66865 4.11345 1.79344
C 3.81812 4.85050 1.38412
C 4.29150 4.73698 0.11764
C 3.63410 3.88822 -0.81815
C 2.55327 3.15387 -0.45214
C 2.05770 3.24057 0.87389
N 0.97899 2.49929 1.26564
H 0.52852 3.58037 4.39415
H 2.55632 4.93222 3.78670
H 4.29790 5.50861 2.09928
H 5.16553 5.29758 -0.18758
H 3.99573 3.82998 -1.83835
H 2.04455 2.51776 -1.16699
S -4.90296 2.22952 0.90886
C -4.89017 0.55584 0.58601
C -3.64159 0.10002 0.30318
C -2.63906 1.11640 0.33003
C -3.22514 2.30981 0.64193
C -2.44244 3.50875 0.54265
C -2.87963 4.80119 0.82439
C -2.05781 5.86456 0.54251
C -0.82712 5.62258 -0.06356
C -0.45572 4.32389 -0.29461
N -1.21514 3.26720 0.04717
H -5.80758 -0.01487 0.62244
H -3.44911 -0.93423 0.09992
H -3.86428 4.94075 1.25047
H -2.37409 6.87711 0.76169
H -0.17148 6.42645 -0.36979
H 0.46176 4.10635 -0.80170
N 3.37629 -0.50372 1.70843
C 3.88746 -0.14589 0.47771
C 2.81442 0.23083 -0.25633
N 1.66015 0.10172 0.50133
C 2.04603 -0.34140 1.68128
H 3.89760 -0.85890 2.49180
H 4.93873 -0.17725 0.24797
H 2.78485 0.51646 -1.29268
H 1.40136 -0.58216 2.50438
C -3.27822 -3.09805 -1.06548
C -1.84054 -3.53141 -0.75669
C -0.99553 -3.21697 -1.99809
C -1.82720 -5.05161 -0.56278
P -1.06376 -2.48563 0.62886
C 0.52734 -3.44825 0.74559
C 1.66682 -2.98997 0.08804
C 2.86649 -3.69792 0.09983
C 2.95802 -4.89313 0.79401
C 1.83040 -5.38457 1.44080
C 0.63806 -4.67931 1.40458
C -1.88120 -2.78537 2.33378
C -2.83328 -1.62485 2.67323
C -2.71382 -4.06743 2.44397
C -0.78328 -2.76680 3.40896
H -3.67845 -3.76094 -1.83829
H -3.32292 -2.08384 -1.46234
H -3.94386 -3.17176 -0.20068
H -1.48481 -3.65199 -2.87628
H 0.00728 -3.64278 -1.93247
H -0.90861 -2.14453 -2.16946
H -2.18496 -5.49531 -1.49728
H -2.49077 -5.39177 0.22871
H -0.82866 -5.44693 -0.38696
H 1.61798 -2.07145 -0.46624
H 3.72170 -3.30838 -0.44064
H 3.88837 -5.44811 0.81946
H 1.87503 -6.32819 1.97110
H -0.21901 -5.11575 1.89528
H -3.79979 -1.74291 2.17852
H -2.43246 -0.64521 2.43161
H -3.01863 -1.64704 3.75166
H -3.52427 -4.08848 1.71614
H -3.17218 -4.07991 3.43899
H -2.14183 -4.98775 2.34182
H -0.19975 -1.84425 3.35148
H -0.09743 -3.60788 3.37162
H -1.27752 -2.77943 4.38418
C -2.02022 0.52005 -3.12595
Si -0.49680 1.26883 -2.35897
C -0.57053 3.02859 -3.01602
C 0.96963 0.54147 -3.29428
C 1.56081 1.21134 -4.37556
C 2.64995 0.67488 -5.05589
C 3.17788 -0.55268 -4.67583
C 2.60340 -1.24530 -3.61690
C 1.52035 -0.69532 -2.94240
H -1.98869 0.72342 -4.20117
H -2.91889 0.98495 -2.70608
H -2.11077 -0.56021 -2.98947
H -0.80077 2.95865 -4.08336
H 0.36357 3.59196 -2.91440
H -1.37031 3.60801 -2.55104
H 1.16681 2.16666 -4.70726
H 3.08402 1.21609 -5.88881
H 4.02454 -0.96878 -5.20773
H 2.99755 -2.20942 -3.31559
H 1.08097 -1.25207 -2.12484

---

(2)
27
Properties=species:S:1:pos:R:3 method="wB97M-V/def2-TZVPD" largest_force_ev_per_a=5.04 homo_ev=-8.75 relative_energy_kj_mol=23.07 orbital_gap_ev=8.48 total_energy_ha=-800.08639
O 3.73472 2.23103 -26.36498
H 2.83301 1.82059 -26.33464
H 4.30069 1.56113 -25.97003
H 3.83062 2.97295 -25.70700
C 1.51919 0.04088 -25.39268
O 0.69617 -0.63264 -24.77196
O 2.43436 -0.57657 -26.13538
O 1.55760 1.27381 -25.37267
H 2.39795 -1.56218 -26.16697
O 6.35807 3.41320 -25.55240
H 6.44284 4.21918 -26.03487
H 5.70793 3.74106 -24.95019
O 5.49696 0.37172 -25.35688
H 5.95086 -0.34741 -25.76470
H 4.85270 -0.01568 -24.75622
O 3.66278 4.74801 -25.34958
H 3.94102 5.60536 -25.07988
H 2.82277 4.58460 -24.90356
O -0.66906 2.25098 -26.66436
H -0.71827 3.20498 -26.56423
H 0.13272 1.78894 -26.35144
O 0.84323 3.91757 -24.62927
H 0.25118 4.38874 -25.19550
H 0.86907 3.00602 -24.93861
O 3.74539 2.64631 -23.53805
H 4.31000 1.98337 -23.10370
H 4.07190 3.46999 -23.26938

---

(3)
83
Properties=species:S:1:pos:R:3 method="wB97M-V/def2-TZVPD" largest_force_ev_per_a=1.03 total_charge=-1 homo_ev=-4.59 orbital_gap_ev=6.69 total_energy_ha=-6185.59764
Rb -0.33722 0.28287 -0.12321
Br 1.16988 7.86337 -0.98341
C 1.13898 6.01137 -0.48531
C 0.46728 5.64487 0.68399
C 0.47228 4.33927 1.06659
C 1.13538 3.29217 0.32939
O 1.14088 2.12157 0.76269
C 1.77838 3.71787 -0.90141
C 2.41328 2.81777 -1.80571
N 2.36548 1.54147 -1.74801
C 3.03788 0.69917 -2.57221
C 4.40338 0.79467 -2.80731
C 5.08568 -0.16343 -3.55881
C 4.42678 -1.22353 -4.12501
C 3.03428 -1.34783 -3.94641
C 2.28028 -2.39053 -4.52331
C 0.92568 -2.43223 -4.33631
C 0.33718 -1.45263 -3.51731
N 1.00688 -0.48813 -2.94641
C 2.32768 -0.39893 -3.15701
C 1.76848 5.07537 -1.25871
H -0.05052 6.39997 1.26149
H -0.01762 4.04397 1.98449
H 2.93208 3.31207 -2.64721
H 4.94518 1.62547 -2.37791
H 6.15468 -0.06143 -3.69091
H 4.94608 -1.95933 -4.72681
H 2.78608 -3.14833 -5.10701
H 0.30858 -3.20013 -4.78161
H -0.72072 -1.46543 -3.30451
H 2.25698 5.37967 -2.17601
C -2.43122 1.99987 2.96729
C -1.12172 1.75947 3.64789
C -0.39282 2.80387 4.21509
C 0.83158 2.52527 4.79529
C 1.26418 1.21177 4.84129
C 0.44808 0.23657 4.29349
N -0.70392 0.50217 3.71699
Sb 1.03698 -1.83783 4.35699
C -0.81912 -2.69643 3.64499
C -1.47402 -3.57733 4.49179
C -2.66722 -4.13923 4.07329
C -3.13592 -3.82053 2.81349
C -2.40002 -2.94223 2.01679
C -2.89332 -2.56483 0.66179
N -1.27022 -2.39303 2.44729
C 2.00248 -1.63573 2.45639
C 3.06228 -0.76983 2.25649
C 3.60388 -0.69173 0.98519
C 3.06178 -1.47793 -0.01711
C 2.00778 -2.33483 0.28709
C 1.38348 -3.21683 -0.74561
N 1.51138 -2.41413 1.51549
H -3.20222 2.22117 3.70259
H -2.36012 2.84187 2.28169
H -2.71272 1.10217 2.42019
H -0.77262 3.81717 4.18499
H 1.44378 3.32087 5.20039
H 2.21058 0.94917 5.29429
H -1.05732 -3.80053 5.46379
H -3.21352 -4.81683 4.71679
H -4.06282 -4.23903 2.45009
H -3.40462 -3.39393 0.18099
H -3.60992 -1.74823 0.74339
H -2.07182 -2.23183 0.03489
H 3.44318 -0.17633 3.07669
H 4.43738 -0.03403 0.77539
H 3.46268 -1.44403 -1.01801
H 2.12028 -3.52803 -1.48251
H 0.93768 -4.08523 -0.26661
H 0.59428 -2.67173 -1.26551
Cl -7.70352 0.55737 -3.37321
C -6.07262 0.16447 -2.91991
C -5.39762 0.96897 -2.01531
C -4.10652 0.64197 -1.66921
Cl -3.25272 1.65257 -0.55991
C -3.38602 -0.48733 -2.17361
O -2.21522 -0.77363 -1.82861
C -4.16482 -1.24803 -3.10061
Cl -3.41122 -2.63993 -3.80841
C -5.45412 -0.94603 -3.47261
H -5.87222 1.83917 -1.58691
H -5.96972 -1.56943 -4.18761

---

Repeat the third record exactly.
83
Properties=species:S:1:pos:R:3 method="wB97M-V/def2-TZVPD" largest_force_ev_per_a=1.03 total_charge=-1 homo_ev=-4.59 orbital_gap_ev=6.69 total_energy_ha=-6185.59764
Rb -0.33722 0.28287 -0.12321
Br 1.16988 7.86337 -0.98341
C 1.13898 6.01137 -0.48531
C 0.46728 5.64487 0.68399
C 0.47228 4.33927 1.06659
C 1.13538 3.29217 0.32939
O 1.14088 2.12157 0.76269
C 1.77838 3.71787 -0.90141
C 2.41328 2.81777 -1.80571
N 2.36548 1.54147 -1.74801
C 3.03788 0.69917 -2.57221
C 4.40338 0.79467 -2.80731
C 5.08568 -0.16343 -3.55881
C 4.42678 -1.22353 -4.12501
C 3.03428 -1.34783 -3.94641
C 2.28028 -2.39053 -4.52331
C 0.92568 -2.43223 -4.33631
C 0.33718 -1.45263 -3.51731
N 1.00688 -0.48813 -2.94641
C 2.32768 -0.39893 -3.15701
C 1.76848 5.07537 -1.25871
H -0.05052 6.39997 1.26149
H -0.01762 4.04397 1.98449
H 2.93208 3.31207 -2.64721
H 4.94518 1.62547 -2.37791
H 6.15468 -0.06143 -3.69091
H 4.94608 -1.95933 -4.72681
H 2.78608 -3.14833 -5.10701
H 0.30858 -3.20013 -4.78161
H -0.72072 -1.46543 -3.30451
H 2.25698 5.37967 -2.17601
C -2.43122 1.99987 2.96729
C -1.12172 1.75947 3.64789
C -0.39282 2.80387 4.21509
C 0.83158 2.52527 4.79529
C 1.26418 1.21177 4.84129
C 0.44808 0.23657 4.29349
N -0.70392 0.50217 3.71699
Sb 1.03698 -1.83783 4.35699
C -0.81912 -2.69643 3.64499
C -1.47402 -3.57733 4.49179
C -2.66722 -4.13923 4.07329
C -3.13592 -3.82053 2.81349
C -2.40002 -2.94223 2.01679
C -2.89332 -2.56483 0.66179
N -1.27022 -2.39303 2.44729
C 2.00248 -1.63573 2.45639
C 3.06228 -0.76983 2.25649
C 3.60388 -0.69173 0.98519
C 3.06178 -1.47793 -0.01711
C 2.00778 -2.33483 0.28709
C 1.38348 -3.21683 -0.74561
N 1.51138 -2.41413 1.51549
H -3.20222 2.22117 3.70259
H -2.36012 2.84187 2.28169
H -2.71272 1.10217 2.42019
H -0.77262 3.81717 4.18499
H 1.44378 3.32087 5.20039
H 2.21058 0.94917 5.29429
H -1.05732 -3.80053 5.46379
H -3.21352 -4.81683 4.71679
H -4.06282 -4.23903 2.45009
H -3.40462 -3.39393 0.18099
H -3.60992 -1.74823 0.74339
H -2.07182 -2.23183 0.03489
H 3.44318 -0.17633 3.07669
H 4.43738 -0.03403 0.77539
H 3.46268 -1.44403 -1.01801
H 2.12028 -3.52803 -1.48251
H 0.93768 -4.08523 -0.26661
H 0.59428 -2.67173 -1.26551
Cl -7.70352 0.55737 -3.37321
C -6.07262 0.16447 -2.91991
C -5.39762 0.96897 -2.01531
C -4.10652 0.64197 -1.66921
Cl -3.25272 1.65257 -0.55991
C -3.38602 -0.48733 -2.17361
O -2.21522 -0.77363 -1.82861
C -4.16482 -1.24803 -3.10061
Cl -3.41122 -2.63993 -3.80841
C -5.45412 -0.94603 -3.47261
H -5.87222 1.83917 -1.58691
H -5.96972 -1.56943 -4.18761